Computed, not measured: a structure of composition C46H53AsN6OPd, with ωB97M-V/def2-TZVPD.

Each line ends with the Mulliken charge.
Positions of all 108 atoms, in Å:
H  2.716  -1.891  2.278  0.229
N  -0.304  1.130  0.008  1.068
C  0.674  4.588  4.014  -0.647
H  -0.598  3.885  -0.891  0.289
C  4.875  1.305  -0.052  -1.054
H  -2.678  -3.111  4.082  0.260
N  1.826  0.342  -2.775  0.399
C  -2.012  -1.710  -2.638  0.335
C  3.832  0.503  0.378  0.313
C  0.816  -0.555  -2.954  -0.432
C  1.654  4.746  3.036  -0.483
H  -4.999  -3.469  3.346  0.299
C  0.155  3.327  4.280  -0.496
H  -2.164  -1.315  1.687  -0.327
H  0.316  5.458  4.557  0.340
H  -3.640  -4.618  -3.243  0.391
H  -4.054  -2.177  -3.105  0.428
H  -0.510  3.647  0.876  0.276
C  -2.931  -1.059  4.704  -0.246
H  -1.367  -5.494  -2.833  0.401
N  0.329  -1.348  -2.092  0.555
C  -1.549  -4.426  -2.778  -0.785
H  -2.956  -1.513  0.102  0.403
H  1.546  -3.945  -3.091  0.205
C  2.735  -0.554  6.404  -0.707
H  -1.121  -0.590  6.615  0.214
C  0.612  2.185  3.617  0.019
C  0.734  -0.995  7.661  -0.563
H  4.752  2.623  -3.752  0.377
C  0.901  -4.101  -2.221  -1.283
C  -1.016  -0.111  -6.731  -1.566
H  -0.647  -0.804  -4.347  0.430
C  2.117  3.626  2.355  -0.434
C  -5.667  -1.520  3.948  -0.285
C  2.789  0.622  -1.750  -0.123
C  -2.830  -3.936  -3.010  -0.801
H  2.883  3.738  1.591  0.405
H  4.149  -1.587  -6.517  0.400
H  3.860  0.141  1.397  0.290
C  2.287  -2.073  1.289  -1.345
H  0.184  1.896  -0.435  -0.151
N  0.306  -0.481  -4.285  0.073
H  -1.328  0.080  -7.758  0.396
H  3.817  -0.569  6.327  0.358
H  0.880  -5.169  -1.998  0.468
H  -3.492  1.751  -1.300  0.308
C  2.120  -0.991  7.574  -0.292
H  -1.667  -0.889  -6.321  0.278
C  -1.550  1.377  0.212  -0.791
H  -3.746  1.882  1.460  0.456
H  -1.758  4.694  0.178  0.339
H  -1.207  -1.184  0.226  -0.333
C  -3.940  -0.089  4.832  -0.135
H  1.344  -3.557  -1.384  0.112
C  -0.720  -2.199  -2.417  -0.545
C  0.569  -0.089  5.423  -0.136
H  -1.182  0.794  -6.140  0.334
O  0.161  -0.643  2.704  -0.467
H  0.661  -0.613  -8.800  0.338
H  2.037  5.733  2.801  0.335
H  -3.718  0.304  2.255  -0.296
C  2.407  -1.074  -5.396  -0.492
H  -0.629  3.219  5.029  0.342
Pd  1.204  -0.449  0.744  -0.070
C  -2.179  -0.973  0.654  -0.035
C  3.863  2.007  -3.619  -1.480
H  3.039  -1.289  -8.718  0.364
H  -3.802  3.468  -0.980  0.275
C  3.837  1.454  -2.209  1.334
H  5.682  1.567  0.624  0.368
As  -0.509  0.449  3.834  0.683
C  -3.388  -2.288  4.188  -0.459
C  0.429  -0.520  -6.681  1.034
H  1.970  1.499  2.124  0.053
C  -4.708  -2.515  3.789  -0.586
C  -3.020  2.721  -1.151  -1.111
H  3.076  -2.406  0.611  0.481
H  -6.017  0.487  4.640  0.298
C  3.112  -1.281  -6.572  -0.872
H  2.017  0.834  -3.626  0.159
C  1.603  2.368  2.652  -0.123
H  2.993  2.642  -3.822  0.358
C  -3.059  -2.571  -2.933  -1.273
C  -0.487  -3.582  -2.480  0.794
H  -2.490  2.992  -2.078  0.339
C  1.064  -0.694  -5.439  0.223
H  -6.698  -1.694  3.656  0.333
C  1.154  -0.743  -7.843  -0.663
C  -5.277  -0.301  4.498  -0.636
H  -2.183  -0.643  -2.532  0.783
H  2.720  -1.343  8.407  0.319
H  2.439  0.208  4.419  0.267
H  2.889  -1.240  -4.441  0.633
C  4.868  1.794  -1.349  -0.828
H  5.670  2.437  -1.700  0.241
C  1.960  -0.112  5.339  -0.159
H  0.253  -1.354  8.565  0.374
N  -2.112  2.660  -0.022  0.377
C  2.490  -1.119  -7.800  -0.707
C  -0.035  -0.554  6.587  -0.206
N  -2.467  0.454  0.592  0.789
H  -4.571  0.490  0.715  0.277
H  1.532  -2.859  1.389  0.192
H  -3.660  0.901  5.212  0.233
C  -3.693  0.811  1.291  -0.674
C  -1.190  3.772  0.034  -1.059
H  3.892  1.217  -4.376  0.252
C  2.727  0.150  -0.426  -0.141

Values from the calculation:
Net charge = -2
Frontier orbital gap = 0.139 Ha

Computed, not measured: a structure of composition C46H53ClCoF5N5OP3Se, with ωB97M-V/def2-TZVPD.

Each line ends with the Löwdin spin population.
Positions of all 116 atoms, in Å:
C  0.226  -0.734  -4.092  0.002
C  -1.084  -2.055  1.415  0.010
H  -0.999  3.936  -1.903  0.000
H  4.826  -2.766  1.328  0.000
H  4.454  -4.765  2.738  0.000
C  -0.150  5.178  0.325  0.000
C  1.633  -2.166  2.288  0.003
P  -1.634  3.095  1.173  0.005
C  1.711  2.284  -2.268  0.339
C  2.058  -1.898  -3.062  0.001
H  0.062  -5.148  -0.964  0.000
H  0.958  0.324  6.698  0.000
H  -2.655  5.043  3.746  0.000
H  6.677  -2.185  -4.321  0.000
C  -2.066  -0.122  5.249  0.000
Co  0.834  0.794  0.497  2.618
C  5.835  0.841  -5.084  -0.002
C  -3.503  -5.363  0.463  0.000
C  -1.717  -6.312  -0.802  0.000
C  0.887  -1.153  -2.942  0.007
H  2.274  -5.103  3.854  0.000
F  2.665  3.493  -4.030  0.001
H  -1.456  0.463  7.220  0.000
C  -2.999  -6.418  -0.282  0.000
H  -4.502  -5.420  0.876  0.000
H  -5.226  -0.056  -2.832  0.000
C  -1.649  -0.488  3.978  0.005
H  0.208  -0.714  -6.230  0.000
H  -2.392  -0.699  3.222  0.000
C  0.643  -0.285  4.672  0.005
C  -1.837  5.093  3.020  0.000
C  0.224  0.094  5.938  -0.001
C  -3.700  -1.501  -2.399  0.000
C  -0.950  -5.180  -0.584  0.000
H  -2.003  -2.710  -1.962  0.000
H  -4.421  1.086  0.327  0.000
C  1.428  -3.295  3.080  0.002
H  -2.053  5.315  -1.560  0.000
C  2.435  1.347  1.681  0.098
H  0.477  -3.444  3.578  0.000
C  -4.246  3.733  1.013  0.000
H  -3.842  4.715  0.775  0.000
P  0.296  -0.967  2.001  0.038
C  5.049  1.218  -4.007  0.014
F  3.137  4.149  -2.021  -0.002
H  4.627  2.212  -3.964  0.001
F  1.193  4.554  -2.861  0.014
H  -3.124  -0.063  5.471  0.000
H  -0.104  3.508  4.289  0.000
Cl  2.052  3.064  2.155  0.038
H  -1.014  5.653  3.475  0.000
N  6.412  -0.353  -5.211  0.015
C  3.875  -2.917  1.821  0.000
C  -1.788  4.304  -1.242  0.000
C  -0.917  2.980  3.787  0.000
C  -2.751  -4.218  0.679  0.000
H  0.282  5.025  1.308  0.000
H  -4.222  1.297  2.078  0.000
C  -3.713  1.367  1.109  0.000
C  6.196  -1.217  -4.221  0.001
H  -5.063  3.526  0.318  0.000
C  1.880  -1.815  -5.459  0.002
H  -2.886  0.663  1.088  0.000
H  2.607  -2.203  -2.181  0.000
H  -3.592  -7.306  -0.452  0.000
H  -0.534  2.022  3.452  0.000
H  -1.295  -7.128  -1.374  0.000
C  0.726  -1.056  -5.344  0.000
H  2.573  0.817  2.623  0.002
H  -3.191  -3.401  1.233  0.000
H  3.394  1.398  1.173  0.015
C  -3.399  0.875  -2.205  0.000
C  -2.387  -1.701  -2.006  0.001
N  -3.220  2.713  0.876  0.001
N  -1.381  3.763  2.654  0.001
C  -1.458  -4.105  0.156  0.000
H  5.279  -1.697  -2.344  0.005
H  6.018  1.545  -5.888  0.000
C  -0.290  -0.583  3.680  0.004
C  -2.092  0.676  -1.782  0.001
H  -1.906  -1.386  1.111  0.001
P  0.193  -0.808  -1.285  0.026
N  -1.339  4.339  0.144  0.000
C  3.664  -4.036  2.611  0.000
H  2.270  -2.069  -6.436  0.000
H  0.605  4.931  -0.418  0.000
H  -2.177  5.643  2.147  0.000
H  -1.728  2.815  4.503  0.000
H  1.702  -0.355  4.456  0.000
O  -0.850  1.825  1.031  0.037
C  0.276  -2.565  -0.641  -0.002
C  -4.206  -0.211  -2.506  0.000
H  -4.661  3.759  2.027  0.000
H  -1.463  1.523  -1.546  0.001
C  4.811  0.303  -2.984  0.045
C  -1.131  0.173  6.230  0.005
C  -1.574  -0.613  -1.685  0.005
H  -2.665  3.669  -1.337  0.000
F  0.634  1.933  -3.041  0.062
H  -4.324  -2.353  -2.637  0.000
H  -1.438  -2.643  2.265  0.002
C  5.411  -0.948  -3.113  0.026
C  2.861  -1.983  1.657  0.002
H  1.309  -2.716  -0.306  0.000
H  -0.427  6.230  0.212  0.000
C  2.539  -2.242  -4.316  0.000
H  3.444  -2.826  -4.401  0.000
H  3.024  -1.121  1.020  0.005
Se  3.793  0.759  -1.447  0.450
H  0.137  -3.196  -1.517  0.000
H  -3.789  1.880  -2.299  0.000
C  2.439  -4.227  3.241  0.000
F  1.148  2.544  -0.997  0.058
C  2.186  3.628  -2.790  0.031
H  -0.682  -0.152  -4.019  0.000
N  -0.689  -2.957  0.364  0.000

Values from the calculation:
Frontier orbital gap (alpha / beta) = 0.242 / 0.266 Ha
2S+1 = 5

M for the records above, in order: 887.31 1053.22 g/mol
Energy for the records above, in order: -4552.005303 -7901.486523 hartree